(1)
The following is a DFT calculation (ωB97M-V with the def2-TZVPD basis set) of the ion C20H32N3O4S with charge +1 at a distorted geometry.

Geometry as XYZ:
```
60
Properties=species:S:1:pos:R:3:forces:R:3:nbo_charge:R:1
C -0.482 -5.475 -0.527 -0.0229 -0.0228 -0.0263 -0.645
C -1.055 -4.122 -0.259 0.0326 0.1092 0.0940 0.002
C -2.344 -3.965 0.244 0.1203 0.0679 -0.0605 -0.198
C -2.854 -2.715 0.562 -0.1270 0.1809 0.0278 -0.156
C -2.100 -1.592 0.283 -0.0928 0.4182 0.2043 -0.330
S -2.494 0.073 0.834 0.4906 -0.5699 -0.4360 2.321
O -3.552 -0.002 1.792 -0.2573 -0.1094 -0.1077 -0.919
O -1.225 0.619 1.256 -0.0519 0.2493 -0.1657 -0.977
N -2.904 0.804 -0.604 0.4386 -0.5095 0.8365 -0.671
C -2.616 2.227 -0.708 0.0351 0.6309 0.2636 -0.260
C -3.717 3.052 -0.037 0.2937 0.0296 -0.0638 -0.090
O -4.975 2.738 -0.584 -0.0460 0.1020 -0.1572 -0.512
C -5.293 1.378 -0.392 -0.0541 -0.3071 -0.0074 -0.097
C -4.247 0.476 -1.055 -0.6570 0.0120 -0.0463 -0.260
C -0.852 -1.714 -0.289 0.0407 -0.2542 -0.2293 -0.218
C -0.299 -2.970 -0.493 -0.5538 0.3429 0.2170 0.165
N 1.063 -3.040 -0.890 -0.1897 -0.3683 -0.4988 -0.606
C 2.056 -2.413 -0.263 0.1910 0.2848 0.5492 0.678
O 3.192 -2.292 -0.692 0.1831 -0.0710 -0.2358 -0.611
C 1.793 -1.850 1.156 -0.4381 -0.3839 -0.3201 -0.351
N 2.925 -0.946 1.427 0.6591 -0.1596 -0.1809 -0.529
C 2.581 0.501 1.362 -0.2913 0.7889 -0.2225 -0.235
C 2.357 0.963 -0.081 -0.0332 -0.0319 -0.0691 -0.222
C 3.676 1.162 -0.838 0.0720 -0.0442 0.1821 -0.410
C 4.465 2.366 -0.327 -0.1232 0.0933 -0.2524 -0.402
C 3.610 3.628 -0.372 0.0876 -0.0372 0.3364 -0.401
C 2.326 3.445 0.432 -0.0187 0.0461 -0.3488 -0.404
C 1.532 2.255 -0.098 0.0224 -0.0364 0.2701 -0.400
H -0.422 -5.650 -1.601 0.0445 -0.0945 -0.0762 0.233
H -1.106 -6.251 -0.095 -0.0078 -0.0753 0.0067 0.239
H 0.523 -5.564 -0.118 0.0668 -0.0615 0.0169 0.227
H -2.940 -4.844 0.433 -0.0504 -0.0955 0.0439 0.233
H -3.816 -2.606 1.036 -0.1443 -0.0347 0.0762 0.250
H -1.654 2.400 -0.228 0.0142 0.1822 -0.1324 0.230
H -2.553 2.474 -1.771 0.0217 -0.0521 0.0699 0.214
H -3.564 4.118 -0.210 0.0684 -0.0663 0.0831 0.208
H -3.709 2.847 1.045 -0.0148 0.0973 -0.0586 0.173
H -6.274 1.228 -0.844 0.0642 -0.0830 0.0556 0.208
H -5.340 1.147 0.682 -0.0803 0.0511 -0.1550 0.192
H -4.435 -0.571 -0.816 -0.1802 -0.0542 -0.1702 0.215
H -4.270 0.610 -2.141 0.0128 -0.0837 0.0811 0.219
H -0.314 -0.812 -0.534 0.2190 0.0297 -0.0540 0.238
H 1.294 -3.506 -1.761 0.1289 0.1076 0.1032 0.432
H 0.846 -1.321 1.249 0.2168 0.0299 0.1135 0.272
H 1.791 -2.696 1.848 0.0552 0.1188 0.0100 0.258
H 3.376 -1.155 2.318 -0.0806 -0.0584 -0.1722 0.438
H 3.590 -1.194 0.631 -0.1932 0.0703 0.5288 0.474
H 3.399 1.065 1.810 -0.0054 -0.1668 0.0943 0.229
H 1.675 0.668 1.948 0.0959 -0.1507 0.0801 0.236
H 1.774 0.194 -0.598 -0.0415 -0.0310 0.0059 0.203
H 3.437 1.328 -1.889 0.0022 -0.0945 -0.0776 0.223
H 4.291 0.259 -0.791 0.0259 -0.0579 -0.1121 0.204
H 5.350 2.499 -0.950 0.0753 -0.0507 0.0768 0.228
H 4.815 2.198 0.694 0.0919 0.0043 0.0575 0.185
H 4.177 4.472 0.021 0.0076 0.0626 -0.0792 0.222
H 3.355 3.853 -1.409 -0.0027 0.0632 -0.0871 0.202
H 1.715 4.345 0.356 -0.0302 0.0174 0.1235 0.225
H 2.565 3.302 1.488 0.0108 0.0556 0.1355 0.190
H 1.240 2.462 -1.129 -0.0506 -0.0343 -0.0687 0.213
H 0.621 2.107 0.486 -0.0499 0.0047 -0.0716 0.227
```
Positions in Å, forces in eV/Å.

E_HOMO = -11.5 eV
Net charge = +1
Spin multiplicity = 1
Energy relative to the best compared isomer or geometry (same formula, charge and spin) = 0.0 kJ/mol
DFT total energy = -44749.2469 eV


(2)
The following is a DFT calculation (ωB97M-V with the def2-TZVPD basis set) of a cluster of 2 separate species, CH4INS in total at a distorted geometry.

Geometry as XYZ:
```
8
Properties=species:S:1:pos:R:3:forces:R:3:nbo_charge:R:1
C -1.414 -0.272 -1.692 0.6399 1.9261 -3.1061 -0.473
N -0.808 -0.482 -0.456 1.2969 -0.7517 1.1158 -0.488
S 0.561 -1.235 -0.463 -0.2201 0.0387 0.2843 0.317
H -2.476 -0.207 -1.606 -0.7104 0.6035 0.2549 0.211
H -0.928 0.747 -2.097 -1.4619 -1.8834 0.8118 0.235
H -1.237 -0.998 -2.515 0.4610 0.0689 0.6429 0.199
I 3.070 1.724 5.024 -0.0405 0.2747 0.3329 -0.098
H 3.231 0.724 3.807 0.0352 -0.2768 -0.3364 0.099
```
Positions in Å, forces in eV/Å.

E_HOMO = -8.6 eV
Net charge = 0
Spin multiplicity = 1
Energy relative to the best compared isomer or geometry (same formula, charge and spin) = 186.0 kJ/mol
DFT total energy = -21525.4460 eV